(1)
C33H35N4O7Tl | the ωB97M-V functional and the def2-TZVPD basis

Geometry as ORCA input:
```
! RIJCOSX wB97M-V def2-TZVPD def2/J DEFGRID3
* xyz 0 1
C -0.327 1.647 -3.428
Tl 1.092 -1.595 0.024
C -2.125 2.108 -4.910
O 4.988 -2.661 -1.573
C -1.405 2.699 3.462
H 1.221 4.061 0.574
C 2.790 -3.370 -1.983
C -0.694 -4.555 2.663
N 1.498 -3.184 -1.724
H 2.581 -5.925 -4.168
H -1.227 3.193 4.411
C 1.498 0.864 2.355
C 3.223 -4.350 -2.864
O -0.986 -1.367 -1.533
H -1.562 -4.690 3.312
H -2.824 -0.605 -3.043
H -0.948 2.643 -1.042
C -1.039 0.560 -2.933
H -1.797 0.793 5.460
C -0.541 -2.128 3.243
O 0.530 -3.100 1.308
H 4.283 -4.454 -3.039
C 4.089 -0.609 0.143
H 0.393 -2.275 3.785
C 2.276 -5.151 -3.476
H -2.396 4.593 -0.477
H -1.377 -2.230 3.939
H 1.209 3.866 -1.178
O 0.596 0.147 -1.266
N 2.095 0.083 1.454
H -3.399 1.455 5.157
H -0.988 5.080 -1.430
C -1.890 -2.859 1.266
H -0.341 3.282 -4.839
C 2.180 1.858 3.034
H -3.829 0.822 -4.850
H 1.337 2.442 -0.139
O -2.060 3.889 -6.373
H 1.655 2.466 3.756
C -1.160 2.676 1.053
C 4.134 1.254 1.803
H -2.976 -0.141 4.539
C -2.594 0.863 4.718
H -2.869 -0.043 2.164
O 5.260 -0.394 -0.071
C -0.947 3.282 2.291
C -0.457 -0.290 -1.846
C 3.387 0.270 1.175
H 0.164 -5.559 -3.655
C -2.295 0.249 -3.441
C -1.308 4.670 -0.471
C -0.646 -3.134 2.101
H 4.082 2.827 3.260
H -0.750 -5.276 1.847
O -3.812 2.641 -6.388
H -1.027 5.384 0.306
H 0.209 -4.757 3.238
H 5.174 1.358 1.532
H -1.969 -3.579 0.450
H 0.443 0.697 2.529
C -2.096 1.489 3.443
C 0.931 -4.952 -3.196
H 0.650 1.868 -3.020
H -0.564 -1.108 2.851
C -0.656 3.308 -0.226
H -0.449 -3.735 -2.056
C 3.521 2.055 2.751
H -2.048 0.984 0.085
H -2.794 -2.923 1.875
C -2.854 1.032 -4.438
C 0.581 -3.952 -2.308
C -2.323 0.892 2.208
H -0.414 4.224 2.342
H -1.847 -1.859 0.826
C 3.823 -2.482 -1.301
C -0.869 2.433 -4.430
C 0.868 3.422 -0.239
N -2.713 2.946 -5.976
N 3.289 -1.560 -0.436
C -1.862 1.476 1.034
*
```

Values from the calculation:
* relative energy (zero: lowest compared OMol25 entry of this formula, charge and spin): 0.7 kcal/mol
* gap between HOMO and LUMO: 8.35 eV
* strongest force on any atom: 0.002 hartree/bohr

(2)
C4H12N2O2 | the ωB97M-V functional and the def2-TZVPD basis

Geometry as ORCA input:
```
! RIJCOSX wB97M-V def2-TZVPD def2/J DEFGRID3
* xyz 0 1
H -2.359 -0.648 1.739
H 2.285 -0.731 -1.494
C -1.330 -0.392 1.498
H 1.038 -1.967 0.359
N 2.402 -0.557 -0.509
H -1.065 0.544 2.000
H -2.075 1.520 -0.604
N -1.201 -0.272 0.056
O 0.129 -0.007 -1.736
C -0.004 -0.346 -0.573
C 1.180 -0.885 0.207
C -2.261 0.443 -0.640
H 3.150 -1.131 -0.186
O 1.721 2.193 -0.141
H 2.208 1.362 -0.255
H -3.219 0.222 -0.172
H -2.301 0.114 -1.672
H -0.698 -1.194 1.872
H 1.217 -0.442 1.200
H 1.184 2.174 -0.949
*
```

Values from the calculation:
* relative energy (zero: lowest compared OMol25 entry of this formula, charge and spin): 23.3 kcal/mol
* gap between HOMO and LUMO: 10.19 eV
* strongest force on any atom: 0.013 hartree/bohr

(3)
CH3O3 | the ωB97M-V functional and the def2-TZVPD basis

Geometry as ORCA input:
```
! RIJCOSX wB97M-V def2-TZVPD def2/J DEFGRID3
* xyz 1 1
H -0.148 -0.544 -0.428
O 0.170 0.781 0.854
O 0.470 0.989 -0.536
O -1.365 -2.344 -0.052
H 0.437 1.911 -0.734
C -0.720 -1.453 -0.289
H 1.155 0.660 1.184
*
```

Values from the calculation:
* relative energy (zero: lowest compared OMol25 entry of this formula, charge and spin): 6.4 kcal/mol
* gap between HOMO and LUMO: 10.94 eV
* strongest force on any atom: 0.086 hartree/bohr

(4)
C20H30BaCl2N3O3S | the ωB97M-V functional and the def2-TZVPD basis

Geometry as ORCA input:
```
! RIJCOSX wB97M-V def2-TZVPD def2/J DEFGRID3
* xyz -1 1
C -0.660 -3.588 0.695
C -3.234 1.351 0.567
C -3.142 1.954 -0.676
C -1.601 -5.714 0.005
H -0.175 -3.625 -0.306
H -1.640 1.493 -6.012
H 6.171 1.930 -0.521
H 2.042 1.298 5.998
H 3.695 -0.413 -1.906
C 1.330 0.677 4.002
H -0.852 -6.507 0.204
C -3.865 1.547 1.891
C 5.691 1.327 0.280
C 4.837 -0.986 0.318
N 0.553 -0.348 3.473
H -3.177 4.167 -0.981
H 3.447 1.251 -1.364
H -2.159 -3.801 2.727
C -2.181 -4.753 2.208
H 0.490 2.845 -6.125
H -3.369 1.109 -1.374
H 1.574 3.561 -3.989
Ba 1.097 -0.512 0.370
N 4.940 0.210 -0.334
H 0.614 2.931 -1.838
H -3.214 -5.069 2.036
C -1.198 1.899 -5.104
C 4.218 0.493 -1.561
H 4.985 2.001 0.795
O 3.840 -1.718 0.397
Cl 2.512 2.020 0.868
H 4.912 0.956 -2.278
O -0.873 0.939 -0.590
C 0.023 2.613 -5.168
O -0.436 -2.640 1.496
H -4.431 0.655 2.231
H -2.598 0.483 0.653
H -1.707 -5.514 2.833
C 0.030 2.689 -2.730
H -4.701 3.412 -0.255
C 0.063 -1.162 4.405
H -4.282 3.146 -2.027
H -2.721 1.061 -3.859
H 5.815 -1.245 0.791
N -1.474 -4.615 0.949
H -1.425 -5.274 -0.994
C -1.733 1.483 -1.320
C 0.633 3.003 -3.963
H 6.405 0.947 1.035
C -1.194 1.977 -2.644
H -3.050 1.609 2.627
S 0.549 -0.754 6.016
H -4.436 2.480 1.998
Cl 0.625 -2.004 -2.063
H -0.566 -2.016 4.213
C 1.470 0.624 5.376
H -2.602 -6.153 0.049
H 1.755 1.441 3.340
C -1.768 1.566 -3.863
C -3.853 3.263 -0.998
*
```

Values from the calculation:
* gap between HOMO and LUMO: 3.18 eV
* strongest force on any atom: 0.079 hartree/bohr

(5)
C6H12O12S3 | the ωB97M-V functional and the def2-TZVPD basis

Geometry as ORCA input:
```
! RIJCOSX wB97M-V def2-TZVPD def2/J DEFGRID3
* xyz 0 1
H 3.452 -2.867 1.039
H -0.354 -0.069 -3.075
C -0.787 -0.240 -2.090
H -0.965 -2.069 -0.758
H 3.007 -0.739 -1.159
S -0.582 3.749 2.906
O -1.096 4.924 2.223
H -0.943 0.801 1.183
O 0.326 0.172 0.511
S 0.359 -1.264 0.481
H 3.451 -1.118 1.079
C 2.604 -1.668 -0.755
H -0.078 -2.295 -2.307
H -0.424 0.378 -1.269
O 0.839 3.238 2.238
O 1.219 -1.716 -0.814
O -2.131 0.221 -2.249
C 2.900 -1.985 0.714
O 1.572 -1.872 1.364
C 0.751 2.037 1.509
H 1.350 2.158 0.606
O -4.220 -0.988 -3.379
O -2.116 -2.083 -2.515
H 1.274 1.297 2.114
C -0.895 -1.775 -1.805
H 3.022 -2.506 -1.312
C -0.687 1.860 1.200
O -0.604 3.644 4.335
O -0.950 -1.897 0.608
O -3.760 -1.235 -0.893
H -0.832 2.409 0.270
S -3.252 -0.972 -2.253
O -1.449 2.474 2.249
*
```

Values from the calculation:
* relative energy (zero: lowest compared OMol25 entry of this formula, charge and spin): 148.9 kcal/mol
* gap between HOMO and LUMO: 10.19 eV
* strongest force on any atom: 0.123 hartree/bohr

(6)
C40H53BCaClF5IN7O8S3Si | the ωB97M-V functional and the def2-TZVPD basis

Geometry as ORCA input:
```
! RIJCOSX wB97M-V def2-TZVPD def2/J DEFGRID3
* xyz -2 1
C 7.774 -0.009 -2.375
H 1.647 2.956 -1.539
H -0.246 4.055 -0.613
C -1.518 -0.070 -4.788
C -4.032 -2.649 0.877
H 7.674 0.475 -0.286
C 6.319 1.656 -1.432
H 0.041 -0.480 -6.293
N 4.507 2.636 -0.112
C 1.345 -7.028 0.631
S 3.232 0.785 -1.580
C 0.584 -0.022 -4.187
F -3.975 2.836 4.892
H 3.544 -3.969 2.614
H 5.506 -4.537 0.444
C -1.897 6.095 3.515
C 1.698 -1.317 3.813
C -3.290 3.898 4.403
H 0.654 -1.017 3.777
H 1.319 -3.951 4.675
C 2.567 4.605 -0.617
C 5.836 2.344 -0.207
H 4.711 5.394 -2.045
O 1.476 -2.390 1.732
H 1.436 -6.954 1.712
H 2.602 6.631 -1.295
I -2.889 -3.209 -1.862
C -1.993 4.974 2.724
C 4.412 -3.185 -0.842
C -2.905 3.191 -2.243
C 0.896 -5.680 0.042
H -3.594 0.656 -3.144
C -2.075 -0.885 1.557
C 3.804 5.457 -2.646
H 5.108 2.725 -2.844
B -2.564 0.642 -2.536
H -2.469 5.261 -1.610
H -1.253 -0.227 1.787
H 3.469 4.732 -0.017
C -2.976 -2.312 0.050
C -1.047 3.614 -1.172
C 3.385 -3.016 3.112
F -1.383 5.014 1.522
C -2.508 6.143 4.765
C 3.418 2.280 -0.913
C 7.304 0.688 -1.278
H 0.630 -7.809 0.382
C 2.583 5.638 -1.748
H 4.105 -5.255 -0.356
N -2.033 -1.468 0.368
O 6.601 2.692 0.675
C 1.905 -2.627 3.050
C 1.038 -3.749 3.643
C 6.316 1.247 -3.798
H 8.529 -0.771 -2.242
C 4.947 -4.582 -0.490
H -0.530 -5.274 1.627
F -1.218 7.186 3.078
H 1.872 -6.038 -1.846
C -4.094 -2.022 2.112
O 1.848 -4.737 0.464
H 2.002 -1.416 4.853
H 6.291 -2.391 -1.584
O 0.883 1.794 3.117
C -0.503 -5.315 0.541
S -2.974 2.502 2.085
C 5.553 -2.162 -0.818
N -2.216 2.061 -2.068
H -3.129 -0.586 3.393
H 1.170 -4.650 3.047
C 0.882 -5.768 -1.486
N -1.083 2.310 -1.420
C -3.201 5.017 5.199
H 2.994 -3.983 -2.251
O 3.502 -2.784 0.150
S 0.654 -2.356 -1.157
H -1.233 -6.042 0.191
H 1.672 5.550 -2.343
H 3.906 6.292 -3.338
Cl 1.245 1.615 1.764
C 3.755 -3.208 -2.222
H 4.232 2.961 0.812
N 2.536 3.262 -1.153
H -2.471 -0.162 -5.273
N -0.151 0.274 -3.123
C -0.241 -0.246 -5.286
H -0.758 -4.335 0.149
H 2.321 -7.290 0.225
H -4.776 -3.363 0.560
O 0.560 0.501 1.215
C -3.103 -1.118 2.458
H 0.610 -4.796 -1.891
H 2.292 -0.537 3.342
H -4.905 -2.239 2.794
N -1.423 0.240 -3.494
C 7.268 0.255 -3.636
F -2.434 7.260 5.539
H 5.598 -4.954 -1.280
H 7.619 -0.309 -4.488
H 3.263 -2.254 -2.399
H 5.922 1.464 -4.779
H 3.715 -3.078 4.149
C 5.848 1.953 -2.707
H 3.708 4.540 -3.223
H -3.852 3.196 -2.745
H 5.146 -1.171 -0.996
H 3.964 -2.258 2.590
H 0.160 -6.509 -1.816
H 1.695 4.751 0.027
Si 1.899 -3.081 0.323
C -2.727 3.818 3.101
H 4.490 -3.391 -3.004
H -2.582 -0.061 -1.571
F -3.805 5.046 6.416
O 0.941 2.779 1.006
H 6.034 -2.169 0.157
O 2.653 1.398 1.668
H 1.658 -0.056 -4.123
Ca 0.056 0.304 -0.806
C -2.192 4.228 -1.674
H -0.010 -3.457 3.609
*
```

Values from the calculation:
* relative energy (zero: lowest compared OMol25 entry of this formula, charge and spin): 46.1 kcal/mol
* gap between HOMO and LUMO: 5.61 eV
* strongest force on any atom: 0.070 hartree/bohr

(7)
C54H51CdCl2NO3P2SSi | the ωB97M-V functional and the def2-TZVPD basis

Geometry as ORCA input:
```
! RIJCOSX wB97M-V def2-TZVPD def2/J DEFGRID3
* xyz -2 1
N 0.818 0.472 1.996
H -1.847 -4.916 -3.169
C 0.498 0.538 3.320
H -1.744 0.391 -0.340
S 3.512 -2.471 0.665
C -2.798 2.177 2.562
C 2.940 -4.222 0.888
C 1.218 -3.926 2.736
H -2.881 0.789 5.605
Cd 1.220 -1.381 0.934
C 2.581 2.183 -2.827
H -2.988 -3.461 6.894
O 0.373 -0.914 -1.071
C 0.456 -4.069 -2.141
C 1.500 -1.168 -3.956
C -3.431 -2.862 6.125
C -2.403 -0.705 -2.069
C -3.817 0.768 -0.740
P -1.976 -0.442 3.143
H -0.283 4.346 -2.292
H -1.279 -3.103 -0.040
H -1.698 -1.005 -5.074
H 2.082 -1.231 -3.041
H 0.324 -5.143 -1.950
C -4.419 -1.408 4.044
C -0.634 -1.076 -5.071
H 5.761 6.602 1.919
H 3.945 3.288 -5.705
C 1.668 -6.059 1.741
C -4.891 0.601 -1.584
H -0.488 -0.204 5.048
H -2.689 -3.437 -0.925
C 4.018 3.843 1.157
H -3.378 4.137 2.029
C 2.340 -6.994 0.963
C 3.889 6.567 0.789
C 3.503 4.520 -4.019
C -1.632 -3.682 -0.879
C -5.266 -2.081 4.819
C 0.094 -1.121 -3.854
H -5.879 0.942 -1.403
H 3.804 7.691 0.629
C -4.700 -0.078 -2.776
C 1.471 1.633 1.670
C -3.010 -1.394 4.254
C -1.623 -3.896 -3.399
P 1.697 3.420 -0.432
H -3.865 3.120 6.084
C -2.656 1.230 3.562
H -1.495 -2.164 5.585
H 1.370 1.056 -0.307
C -3.742 3.758 4.098
C -3.077 1.527 4.840
H -4.066 4.752 4.382
H 3.910 5.422 -4.403
H 3.196 -1.131 -5.275
H 3.020 1.501 0.218
H -0.576 -1.099 -7.216
H 0.921 -3.878 -3.099
H 2.181 3.398 2.956
C 1.591 2.452 2.835
H -5.459 -0.096 -3.476
Cl -1.421 3.049 -4.062
H -1.039 -3.896 -4.365
H -2.624 -3.432 -3.564
H 3.131 5.397 -2.165
H 2.207 1.270 -2.395
H 4.071 2.783 1.301
O 0.513 -2.907 2.402
C -2.590 -2.104 5.326
C -3.599 2.806 5.103
H -4.845 -0.856 3.217
C 3.641 -5.119 0.086
C 0.025 -1.086 -6.300
H 1.859 -1.043 -7.351
H -6.329 -2.126 4.573
H 0.938 2.119 4.862
C 2.964 4.404 0.436
H 1.226 -3.799 -1.428
C -0.882 -3.352 -2.175
C 4.947 6.063 1.485
H 3.070 1.292 -4.679
C 1.390 -1.200 -6.383
H 2.080 6.247 -0.250
C 1.980 -4.700 1.728
H -5.409 -3.537 6.394
H -2.500 1.923 1.558
C -4.762 -2.871 5.839
C 3.348 -6.507 0.103
H 5.837 4.257 2.261
C -0.375 4.361 -3.464
C -3.497 -0.813 -2.905
H 3.990 -7.168 -0.500
C 2.854 5.771 0.282
H 4.417 -4.808 -0.592
Cl -0.975 5.984 -3.984
H 0.884 -6.422 2.386
O 1.317 -4.327 3.896
C -3.358 3.405 2.848
C 0.974 1.720 3.904
C -0.358 -0.445 3.997
C 2.965 2.194 -4.136
C 2.536 3.364 -2.095
C 2.119 -1.124 -5.188
C 3.455 3.351 -4.748
H 0.023 -1.486 3.965
H -1.576 -4.757 -0.727
H -3.917 1.357 0.145
C 3.099 4.476 -2.719
C -2.568 0.240 -1.023
H 2.041 -8.013 1.068
C 1.964 1.784 0.259
C 4.988 4.680 1.713
H -3.444 -1.395 -3.841
H 0.622 4.201 -3.919
Si -0.621 -1.510 -2.141
*
```

Values from the calculation:
* relative energy (zero: lowest compared OMol25 entry of this formula, charge and spin): 31.6 kcal/mol
* gap between HOMO and LUMO: 6.08 eV
* strongest force on any atom: 0.068 hartree/bohr

Look up the gap between HOMO and LUMO of the third one. 10.94 eV

Which formula does entry 1 have? C33H35N4O7Tl

strongest force on any atom of number 1 (C33H35N4O7Tl)? 0.002 hartree/bohr

Number 5 is which compound? C6H12O12S3